[1]
{
  "formula": "C4H14NO2",
  "method": "ωB97M-V/def2-TZVPD",
  "e_tot_ev": -9953.144,
  "orbital_gap_ev": 11.8,
  "total_charge": 1,
  "lumo_energy_ev": -2.79,
  "species": ["O", "C", "C", "N", "C", "C", "H", "H", "H", "H", "H", "H", "H", "H", "H", "H", "H", "H", "H", "H", "O"],
  "coordinates": [[-1.6825, -1.1228, 1.1520], [-0.4231, -1.5857, 0.7836], [0.6637, -0.5535, 1.1537], [0.4630, 0.7065, 0.3913], [1.6565, 1.1296, -0.4997], [1.6453, 0.3371, -1.7765], [-2.2313, -1.7914, 1.6530], [-0.1187, -2.5453, 1.1742], [-0.3709, -1.6052, -0.3708], [0.5949, -0.2782, 2.2206], [1.6068, -1.0775, 0.9225], [0.1743, 1.5528, 0.8451], [-0.3169, 0.4305, -0.3363], [1.4761, 2.2563, -0.7123], [2.6120, 1.0155, 0.0523], [0.9236, 0.7690, -2.4927], [2.5585, 0.6242, -2.3170], [1.4063, -0.6901, -1.5452], [-2.2584, 0.8977, -1.8114], [-2.5421, 0.9363, -0.2340], [-1.8396, 0.9456, -0.8974]],
  "mulliken_charge": [-0.488, -0.448, -0.541, -0.090, -0.471, -0.964, 0.337, 0.460, 0.209, 0.362, 0.328, 0.371, 0.268, 0.330, 0.412, 0.291, 0.359, 0.288, 0.303, 0.307, -0.624]
}



[2]
{
  "formula": "C4H14NO2",
  "method": "ωB97M-V/def2-TZVPD",
  "e_tot_ev": -9953.649,
  "orbital_gap_ev": 11.2,
  "total_charge": 1,
  "lumo_energy_ev": -2.94,
  "species": ["C", "C", "C", "C", "N", "H", "H", "H", "H", "H", "H", "H", "H", "H", "H", "H", "H", "O", "H", "H", "O"],
  "coordinates": [[-1.5339, 1.8041, -0.4130], [-0.9547, 1.2152, 0.8658], [0.4466, 0.7196, 0.8054], [1.5843, 1.4039, 0.8425], [0.6446, -0.6991, 0.3030], [-2.6142, 1.6954, -0.3150], [-1.3433, 2.8711, -0.4887], [-1.1651, 1.3101, -1.3094], [-0.9981, 1.9740, 1.6537], [-1.5765, 0.4528, 1.3528], [1.6527, 2.4683, 1.0263], [2.5561, 0.9259, 0.8409], [1.4393, -1.1434, 0.7416], [0.7724, -0.6402, -0.7161], [-0.1669, -1.2950, 0.5456], [-1.6563, -3.3114, 0.8004], [-0.2719, -3.9663, 0.8103], [-0.7141, -3.1120, 0.7643], [1.3604, 0.4346, -2.5205], [0.8662, -0.7552, -3.2759], [0.6960, -0.2687, -2.4591]],
  "mulliken_charge": [-0.904, -0.685, 0.411, -0.970, -0.124, 0.289, 0.318, 0.267, 0.382, 0.401, 0.316, 0.287, 0.402, 0.334, 0.377, 0.305, 0.285, -0.632, 0.338, 0.298, -0.694]
}



[3]
{
  "formula": "C4H14NO2",
  "method": "ωB97M-V/def2-TZVPD",
  "e_tot_ev": -9952.133,
  "orbital_gap_ev": 10.3,
  "total_charge": 1,
  "lumo_energy_ev": -3.38,
  "species": ["C", "C", "C", "C", "O", "N", "H", "H", "H", "H", "H", "H", "H", "H", "H", "H", "H", "H", "H", "H", "O"],
  "coordinates": [[-1.3716, -0.2195, 0.0120], [-0.2175, -1.1158, -0.2478], [1.1375, -0.7110, 0.4159], [0.8770, -0.1615, 1.8968], [-0.3271, -0.7816, 2.4172], [-1.1258, 1.0465, -0.7988], [-1.6862, 0.0561, 1.0025], [-2.1262, -0.8171, -0.5552], [-0.4221, -2.1960, -0.0644], [0.1758, -1.0330, -1.3141], [1.8092, -0.0630, -0.1406], [1.5670, -1.6136, 0.5940], [1.8012, -0.6606, 2.3664], [0.8289, 0.9188, 1.9480], [0.0316, -1.5849, 2.7798], [-0.6426, 1.0284, -1.7806], [-0.6794, 1.8546, -0.1423], [-2.0016, 1.4211, -1.0628], [1.1438, 1.9612, -3.6951], [1.6841, 1.1527, -2.5869], [0.8077, 1.4687, -2.9446]],
  "mulliken_charge": [-0.673, -0.450, -0.744, -0.526, -0.515, -0.304, 0.488, 0.287, 0.416, 0.272, 0.229, 0.445, 0.352, 0.332, 0.318, 0.321, 0.384, 0.385, 0.317, 0.308, -0.641]
}



[4]
{
  "formula": "C4H14NO2",
  "method": "ωB97M-V/def2-TZVPD",
  "e_tot_ev": -9937.796,
  "orbital_gap_ev": [5.9, 6.0],
  "multiplicity": 2,
  "total_charge": 2,
  "lumo_energy_ev": [-12.27, -12.20],
  "species": ["C", "C", "C", "C", "N", "H", "H", "H", "H", "H", "H", "H", "H", "H", "H", "H", "H", "O", "H", "H", "O"],
  "coordinates": [[-0.1804, -0.4964, 1.5264], [-1.5062, 0.2600, 1.6038], [-2.1250, 0.7894, 0.3906], [-1.8274, 0.2712, -0.8772], [-0.6054, 0.8274, -1.5634], [-0.0926, -1.2438, 0.7252], [0.6844, 0.1663, 1.4778], [0.0362, -1.1064, 2.4092], [-2.2129, -0.4263, 2.1108], [-1.3575, 1.1475, 2.2548], [-2.7557, 1.6835, 0.5125], [-2.3868, -0.3402, -1.5680], [-0.9322, 1.4905, -2.2804], [-0.0966, 0.0645, -2.0293], [0.0896, 1.2530, -0.9214], [2.6635, 1.4030, -0.2500], [2.6740, -0.0067, -0.8378], [2.1861, 0.8156, -0.8475], [1.7625, -2.1581, -0.5027], [2.8729, -2.9442, -0.0406], [2.4562, -2.0965, 0.1528]],
  "lowdin_spin": [0.010, 0.041, 0.170, 0.629, 0.065, 0.004, 0.000, 0.000, -0.001, 0.008, 0.025, 0.025, 0.013, 0.011, 0.000, 0.000, 0.000, 0.001, 0.000, 0.000, 0.000]
}



[5]
{
  "formula": "C4H14NO2",
  "method": "ωB97M-V/def2-TZVPD",
  "e_tot_ev": -9936.913,
  "orbital_gap_ev": [9.3, 3.6],
  "multiplicity": 2,
  "total_charge": 2,
  "lumo_energy_ev": [-9.20, -14.90],
  "species": ["C", "C", "C", "C", "N", "H", "H", "H", "H", "H", "H", "H", "H", "H", "H", "H", "H", "O", "H", "H", "O"],
  "coordinates": [[0.7140, -2.5077, -0.9359], [0.5941, -0.9825, -1.0114], [-0.6211, -0.4838, -0.2345], [-0.6599, 1.4329, 1.3657], [-0.5931, 0.9491, 0.0901], [1.6143, -2.9230, -1.5116], [-0.2373, -3.0351, -1.2659], [0.9014, -2.6894, 0.2335], [0.5469, -0.8075, -2.0953], [1.6062, -0.5069, -0.6644], [-1.0159, -0.8664, 0.7426], [-1.5446, -0.5279, -0.8516], [-0.2140, 0.7651, 2.1062], [-0.8543, 2.5297, 1.5935], [-0.5658, 1.5599, -0.7941], [1.8100, -0.3460, 2.7639], [1.9429, -1.8842, 2.3440], [1.4054, -0.9835, 2.2281], [-1.0910, 4.4099, -1.2039], [-2.2665, 3.4445, -1.7424], [-1.4715, 3.4528, -1.1564]],
  "lowdin_spin": [0.230, 0.260, 0.067, 0.014, 0.010, 0.004, 0.032, 0.112, 0.098, 0.057, 0.016, 0.031, 0.000, 0.000, 0.001, 0.001, 0.001, 0.064, 0.000, 0.000, 0.002]
}



[6]
{
  "formula": "C4H14NO2Si",
  "method": "ωB97M-V/def2-TZVPD",
  "e_tot_ev": -17830.312,
  "orbital_gap_ev": [7.8, 7.8],
  "total_charge": 1,
  "lumo_energy_ev": [-3.86, -3.86],
  "species": ["C", "C", "C", "C", "N", "O", "O", "Si", "H", "H", "H", "H", "H", "H", "H", "H", "H", "H", "H", "H", "H", "H"],
  "coordinates": [[-1.5252, 0.4754, -1.9630], [1.1677, -2.0486, -0.3375], [-1.9182, 0.8286, -0.5321], [1.6396, -0.8704, 0.4416], [1.5135, -1.2032, 1.9473], [-0.9156, 1.8263, 1.9040], [0.5058, 2.6872, -0.2987], [-0.4703, 1.5974, 0.3762], [-2.3344, 0.4748, -2.6785], [-0.8332, 1.2149, -2.3635], [-1.2179, -0.4719, -2.2352], [2.0447, -2.6570, -0.6551], [0.5097, -2.6201, 0.3442], [0.5074, -1.5636, -1.1262], [-2.1906, -0.0849, 0.1061], [-2.8806, 1.3470, -0.5940], [2.7479, -0.5611, 0.1728], [1.5293, -0.3075, 2.4038], [0.6572, -1.6602, 2.0632], [2.2969, -1.8596, 2.1882], [-1.4526, 2.6254, 2.0576], [0.6190, 2.8310, -1.2211]],
  "mulliken_charge": [-1.193, -0.723, -0.329, -0.330, -0.369, -0.443, -0.446, 0.616, 0.359, 0.250, 0.307, 0.341, 0.327, -0.048, 0.273, 0.484, 0.247, 0.339, 0.317, 0.335, 0.338, 0.347]
}